[1]
Molecular formula: C6H11NO2
Method: DFT, ωB97M-V/def2-TZVPD

Output
Relative energy (zero: lowest compared OMol25 entry of this formula, charge and spin)   95.4 kJ/mol
LUMO energy   0.4 eV
Charge   0
Gap between HOMO and LUMO   9.109 eV
Highest occupied orbital energy   -8.7 eV

Geometry as XYZ:
```
20
C6H11NO2 | OMol25 | ωB97M-V/def2-TZVPD
C -1.62710 -0.88734 -1.10459
C -0.56320 -0.15568 -0.29131
C -1.08220 1.18369 0.21829
C 0.00585 -1.04199 0.77482
C 0.94105 -0.74972 1.68237
O 1.49517 0.49627 1.84870
C 0.77962 -0.06611 -1.15773
N 1.47364 1.08130 -0.99797
O 1.05633 -0.87495 -2.01588
H -2.43689 -1.21942 -0.46246
H -1.19601 -1.75122 -1.59544
H -2.02605 -0.23266 -1.87407
H -1.16537 1.89122 -0.61081
H -2.07218 1.03696 0.65310
H -0.44368 1.61361 0.98810
H -0.32932 -2.06722 0.75194
H 1.28544 -1.51205 2.36963
H 2.20624 0.45190 2.49373
H 2.34619 1.15616 -1.49616
H 1.35246 1.64726 -0.17426
```


[2]
Molecular formula: C6H11NO2
Method: DFT, ωB97M-V/def2-TZVPD

Output
Relative energy (zero: lowest compared OMol25 entry of this formula, charge and spin)   302.3 kJ/mol
LUMO energy   0.5 eV
Charge   0
Gap between HOMO and LUMO   11.542 eV
Highest occupied orbital energy   -11.0 eV

Geometry as XYZ:
```
20
C6H11NO2 | OMol25 | ωB97M-V/def2-TZVPD
C -0.14596 1.21169 1.23663
C 0.09136 0.39046 -0.09547
C 1.54741 0.82858 -0.49005
C -0.86263 0.64773 -1.23277
C -0.15735 -1.07640 0.19010
O 0.62683 -1.63412 1.26023
O 0.15567 -1.99923 -1.00481
C -1.55249 -1.27288 0.54605
N -2.67270 -1.38845 0.69885
H -1.14906 1.27230 1.32672
H 0.16119 2.20352 1.29499
H 0.28460 0.75731 2.02169
H 2.24456 0.72892 0.31411
H 1.53547 1.75404 -0.90067
H 1.88214 -0.04695 -1.18615
H -0.81065 -0.09181 -1.90626
H -1.90723 0.81991 -1.00706
H -0.65623 1.65327 -1.74470
H 0.37506 -2.45539 1.69744
H 1.01002 -2.30247 -1.01887
```


[3]
Molecular formula: C6H11NO2
Method: DFT, ωB97M-V/def2-TZVPD

Output
Relative energy (zero: lowest compared OMol25 entry of this formula, charge and spin)   490.0 kJ/mol
LUMO energy (alpha / beta)   0.1 / 0.1 eV
Charge   0
Gap between HOMO and LUMO (alpha / beta)   7.504 / 7.505 eV
Highest occupied orbital energy (alpha / beta)   -7.4 / -7.4 eV

Geometry as XYZ:
```
20
C6H11NO2 | OMol25 | ωB97M-V/def2-TZVPD
C 0.26793 0.90815 -0.06949
C 1.03912 1.04041 -1.35986
C 0.33674 -1.66126 0.31209
C -1.11327 0.30618 -0.16068
N 0.40015 1.95714 0.79901
C 0.23964 -2.39906 1.44156
C -2.18682 1.11386 -0.13197
O -1.15400 -1.01573 -0.18895
O 1.00780 -2.12682 -0.78716
H 0.49147 -2.84224 -1.17990
H 0.75146 -0.41058 0.41713
H -0.13754 1.93621 1.65213
H 1.24596 2.50593 0.78871
H 2.09208 1.25085 -1.16052
H 0.97980 0.11364 -1.92483
H 0.61873 1.85603 -1.95548
H 0.73892 -3.35292 1.51461
H -0.37098 -2.06554 2.26396
H -3.18333 0.69954 -0.15506
H -2.06386 2.18619 -0.11529
```


[4]
Molecular formula: C6H11NO2S
Method: DFT, ωB97M-V/def2-TZVPD

Output
Relative energy (zero: lowest compared OMol25 entry of this formula, charge and spin)   433.1 kJ/mol
LUMO energy   -0.2 eV
Charge   0
Gap between HOMO and LUMO   8.523 eV
Highest occupied orbital energy   -8.7 eV

Geometry as XYZ:
```
21
C6H11NO2S | OMol25 | ωB97M-V/def2-TZVPD
O -2.19373 1.30404 1.15734
N -1.89481 1.16699 0.00683
O -3.00559 1.09199 -0.84792
C -0.83243 1.15081 -0.61535
C 0.48566 1.53223 -0.09972
C 1.61316 0.54333 -0.34820
C 1.73281 -0.74490 0.38287
C 0.68529 -1.87162 0.00614
C -0.65658 -1.53617 0.52366
S -1.99911 -2.20502 -0.01626
H -3.60732 0.53858 -0.29950
H -1.00785 0.91573 -1.66771
H 0.38016 1.82230 1.06055
H 0.77108 2.51087 -0.47130
H 2.51211 1.14051 -0.07866
H 1.63769 0.38857 -1.47711
H 2.75938 -1.23719 0.30202
H 1.74314 -0.70625 1.50472
H 0.42103 -2.02405 -0.94194
H 1.06332 -2.85337 0.46433
H -0.60742 -0.92740 1.45521
```


[5]
Molecular formula: C6H11NO3S
Method: DFT, ωB97M-V/def2-TZVPD

Output
Relative energy (zero: lowest compared OMol25 entry of this formula, charge and spin)   184.9 kJ/mol
LUMO energy   0.6 eV
Charge   0
Gap between HOMO and LUMO   10.625 eV
Highest occupied orbital energy   -10.0 eV

Geometry as XYZ:
```
22
C6H11NO3S | OMol25 | ωB97M-V/def2-TZVPD
N -2.56733 -1.30735 2.02740
C -1.31422 -1.25507 1.85055
C -0.74483 -0.95840 0.49572
C 0.48585 -0.02575 0.57840
C 1.52740 -0.30933 -0.51086
C 1.01642 -0.37419 -1.94329
O 0.83810 0.95097 -2.50498
S -0.49080 1.61459 -1.81304
O -0.83750 2.72918 -2.64621
O 0.27179 2.24592 -0.51829
C 0.12509 1.46905 0.68933
H -2.78853 -1.52745 2.99594
H -0.62477 -1.41395 2.68671
H -0.40363 -1.90146 0.05761
H -1.53228 -0.52053 -0.11119
H 0.96696 -0.27460 1.52929
H 1.97423 -1.28355 -0.29079
H 2.34422 0.41280 -0.47153
H 1.74669 -0.89406 -2.55661
H 0.06735 -0.90463 -2.03108
H 0.81864 1.93562 1.38534
H -0.87885 1.59219 1.10156
```


[6]
Molecular formula: C6H11NO3S
Method: DFT, ωB97M-V/def2-TZVPD

Output
Relative energy (zero: lowest compared OMol25 entry of this formula, charge and spin)   303.8 kJ/mol
LUMO energy   -0.2 eV
Charge   0
Gap between HOMO and LUMO   9.310 eV
Highest occupied orbital energy   -9.5 eV

Geometry as XYZ:
```
22
C6H11NO3S | OMol25 | ωB97M-V/def2-TZVPD
C -2.35444 -0.06606 -0.12648
C -1.01728 0.53853 0.34984
C -1.08115 2.05013 0.15756
N 0.07555 -0.06520 -0.39738
C 0.30086 -1.38577 0.14798
C 1.57133 -1.92440 -0.44892
C 2.68017 -0.97420 -0.13602
O 3.79865 -1.00799 0.19355
S 1.76650 0.66543 -0.08220
O 2.07298 1.47505 -1.22688
O 1.64572 1.35820 1.18692
H -2.44933 -1.09692 -0.40132
H -3.11582 0.25381 0.55850
H -2.55628 0.42063 -1.00852
H -0.85067 0.39245 1.51745
H -1.87623 2.51965 0.66452
H -1.24248 2.30985 -0.91811
H -0.18768 2.50841 0.44701
H -0.59007 -2.03261 0.00907
H 0.18429 -1.13663 1.20698
H 1.46684 -1.93275 -1.64838
H 1.75854 -2.86963 -0.04515
```


[7]
Molecular formula: C6H11NO4S
Method: DFT, ωB97M-V/def2-TZVPD

Output
Relative energy (zero: lowest compared OMol25 entry of this formula, charge and spin)   524.0 kJ/mol
LUMO energy (alpha / beta)   0.6 / 0.6 eV
Charge   0
Gap between HOMO and LUMO (alpha / beta)   8.692 / 8.693 eV
Highest occupied orbital energy (alpha / beta)   -8.1 / -8.1 eV

Geometry as XYZ:
```
23
C6H11NO4S | OMol25 | ωB97M-V/def2-TZVPD
C 1.57158 -0.13284 -1.86290
C 3.04762 1.83088 -0.11501
C -3.33091 -1.67704 0.64066
C 3.46361 1.07995 -1.43859
C -2.61623 -0.39523 0.35224
C -1.18108 -0.98303 -1.57300
N -0.26482 -1.47468 -2.35964
O -0.33546 -1.89714 -3.49631
O 0.86914 0.81458 -2.04785
O 1.06714 -1.35118 -1.79816
O 2.81147 -0.21827 -1.57221
S -0.86026 -0.52932 0.02067
H 2.03487 1.83709 -0.23937
H 3.33513 1.17605 0.74099
H 3.54612 2.78409 -0.16708
H -2.85967 -2.32796 1.51771
H -4.36758 -1.39378 0.93763
H -3.42791 -2.57521 -0.17780
H 4.48376 0.87863 -1.48504
H 3.10575 1.48433 -2.34638
H -2.77368 0.14120 1.32086
H -3.19324 0.30949 -0.24168
H -2.17915 -0.95330 -1.99670
```


[8]
Molecular formula: C6H11NO6P
Method: DFT, ωB97M-V/def2-TZVPD

Output
Relative energy (zero: lowest compared OMol25 entry of this formula, charge and spin)   253.6 kJ/mol
LUMO energy   -3.2 eV
Charge   +1
Gap between HOMO and LUMO   9.026 eV
Highest occupied orbital energy   -12.2 eV

Geometry as XYZ:
```
25
C6H11NO6P | OMol25 | ωB97M-V/def2-TZVPD
C 0.31571 -2.27192 -0.68621
C -0.89038 -1.39557 -0.19522
C 0.17435 1.19754 1.61307
C 1.26984 -1.11566 -1.10037
C -0.83067 0.32089 1.68380
C -1.12963 -0.37745 -1.36052
N 0.36141 2.55422 1.83245
O 1.65978 1.47856 -0.55694
O -0.47355 -0.87928 1.08455
O 0.87296 -3.05658 0.31029
O 2.33103 -1.24307 -1.83939
O -2.06719 0.53729 2.18264
O 0.10705 -0.24871 -2.08999
P 1.59154 0.24999 0.52603
H 0.12989 -2.87029 -1.48121
H -1.72261 -1.99262 -0.27521
H -1.36283 0.56627 -1.03244
H -1.69885 -0.76138 -2.26152
H -0.40788 2.98589 2.32869
H 1.04106 2.14117 -0.25691
H 1.16317 2.91159 2.34460
H 0.68809 -2.71552 1.17240
H 3.09595 -0.73537 -1.58852
H -2.31636 -0.38256 2.34578
H 0.31146 0.66990 -2.27373
```


[9]
Molecular formula: C6H11NS
Method: DFT, ωB97M-V/def2-TZVPD

Output
Relative energy (zero: lowest compared OMol25 entry of this formula, charge and spin)   174.9 kJ/mol
LUMO energy   0.8 eV
Charge   0
Gap between HOMO and LUMO   9.901 eV
Highest occupied orbital energy   -9.1 eV

Geometry as XYZ:
```
19
C6H11NS | OMol25 | ωB97M-V/def2-TZVPD
C -0.16000 0.69570 1.79308
C -0.66046 0.08008 0.51338
C -0.75158 -1.38400 0.25760
S -0.00783 -2.88498 1.41040
C 0.28164 -0.58728 -0.45907
C 0.21569 -0.43040 -1.95797
H 0.60701 0.07886 2.25323
H -0.98033 0.82170 2.49991
H 0.26297 1.68031 1.59508
H -1.49404 0.62821 0.08002
H -1.59376 -1.81240 -0.25612
H -0.61784 -2.48721 2.52313
H 1.29268 -0.70758 -0.08644
H -0.81623 -0.42740 -2.30461
H 0.73120 -1.26883 -2.42615
H 0.70268 0.48615 -2.28511
C 2.19967 2.69231 -1.03411
N 3.33626 2.63973 -1.04477
H 1.14122 2.70910 -1.02137
```


[10]
Molecular formula: C6H11NS
Method: DFT, ωB97M-V/def2-TZVPD

Output
Relative energy (zero: lowest compared OMol25 entry of this formula, charge and spin)   219.3 kJ/mol
LUMO energy   0.9 eV
Charge   0
Gap between HOMO and LUMO   9.028 eV
Highest occupied orbital energy   -8.1 eV

Geometry as XYZ:
```
19
C6H11NS | OMol25 | ωB97M-V/def2-TZVPD
C 0.43806 3.02887 0.05998
C 1.52224 1.91516 -0.01215
C 1.33129 0.71708 -0.60512
S 2.70920 -0.36704 -0.58826
N 2.39450 -1.67308 0.27174
C 1.32583 -2.01349 0.87151
C -0.15427 -1.46463 0.98563
C -1.02014 -1.93195 -0.09758
H 0.80774 3.96886 -0.30940
H 0.23467 2.97305 1.17028
H -0.44328 2.79988 -0.46235
H 2.54677 2.00500 0.36247
H 0.46814 0.20336 -0.89345
H 1.31282 -2.92674 1.54689
H -0.13865 -0.36394 1.21398
H -0.60488 -1.88351 1.92937
H -0.89193 -3.03864 -0.12050
H -0.75471 -1.63126 -1.11544
H -2.08005 -1.66734 0.08772
```